DFT (ωB97M-V/def2-TZVPD) results for a 3-piece molecular cluster, C3H14N2O3 overall in a non-equilibrium geometry.

XYZ file:
```
22
Properties=species:S:1:pos:R:3:forces:R:3:lowdin_charge:R:1
H 0.286 -1.391 1.179 -0.9 -2.8 0.4 0.0321
H 2.231 0.149 1.821 -1.4 1.8 -0.4 0.1231
H -1.154 -1.816 1.527 0.8 -0.9 -0.2 0.0629
H 1.677 -2.677 0.494 -1.0 -0.8 -0.3 0.0312
N -2.026 -0.793 -1.303 -1.4 2.4 0.1 0.0034
N 0.394 0.739 0.159 -2.5 -1.8 -1.5 -0.0967
H -0.276 2.082 -1.430 -0.3 -1.0 1.4 0.1346
O 2.031 -1.844 0.252 4.2 -0.9 3.1 -0.0066
C -0.695 1.216 -0.788 2.6 2.1 1.0 -0.2520
O 1.575 0.889 2.047 1.2 -0.2 0.7 -0.0867
H -0.043 -0.026 0.748 0.5 2.1 -0.8 0.0819
O -0.306 -2.233 1.231 -0.3 3.0 0.4 -0.1165
C -1.081 0.203 -1.809 -1.0 1.2 -0.8 -0.3086
H 1.595 -1.331 -0.336 -2.6 1.9 -3.0 -0.0407
H 1.861 2.137 0.302 -0.5 -0.1 1.1 0.1344
H -2.562 -0.275 -0.558 0.5 -1.3 -1.0 0.0885
H -0.138 -0.183 -2.271 -1.1 0.0 0.2 0.1270
H 0.376 2.497 1.382 1.1 -0.9 0.0 0.1374
H -1.656 -1.621 -0.940 0.9 -1.2 0.7 0.0189
H -1.634 0.938 -2.519 0.7 -1.9 0.3 0.1255
C 1.076 1.688 0.984 0.3 -0.5 -0.4 -0.3139
H -1.530 1.650 -0.173 0.2 -0.4 -0.8 0.1206
```
Forces are in eV/Å.

Results
HOMO level: -9.3 eV
Gap between HOMO and LUMO: 9.92 eV



DFT (ωB97M-V/def2-TZVPD) results for one molecule with the formula C8H10S in a non-equilibrium geometry.

XYZ file:
```
19
Properties=species:S:1:pos:R:3:forces:R:3:lowdin_charge:R:1
C 1.727 1.592 0.091 -0.6 0.9 0.7 -0.1008
H -0.841 1.900 0.629 1.5 2.8 3.0 0.0294
C -0.315 0.021 -0.002 -0.7 2.7 -0.9 -0.2589
C 0.990 0.268 0.105 0.0 1.6 -0.3 -0.2578
H -1.855 -0.655 -0.985 -0.4 -1.4 0.7 0.0991
H 3.875 2.090 0.014 -0.5 0.1 0.0 0.0634
H 0.265 -2.278 0.660 2.3 0.7 -0.1 0.0754
C -1.084 -1.188 -0.373 -1.2 1.2 -0.8 -0.0829
H -1.274 1.869 -0.909 0.3 0.1 -1.8 0.0909
H 1.291 2.681 0.201 0.8 -2.6 -0.3 0.1471
H 2.013 -2.855 0.346 -0.3 -0.1 0.3 0.0714
C 1.861 -0.858 0.117 1.7 2.0 0.2 -0.5242
H -0.541 -1.765 -1.087 0.5 -0.8 -0.3 0.0763
C -1.175 1.258 -0.055 1.3 -1.4 -1.0 -0.0604
S 3.607 -0.295 -0.084 -1.6 -0.5 0.2 0.9311
C 3.050 1.379 0.043 0.3 -0.1 -0.3 -0.4327
H -1.448 -1.827 0.462 -0.2 0.6 -0.7 0.1035
H -2.113 1.061 0.245 -3.5 -1.0 1.0 0.0444
C 1.334 -2.002 0.408 0.3 -4.6 0.6 -0.0144
```
Forces are in eV/Å.

Results
HOMO level: -7.5 eV
Gap between HOMO and LUMO: 8.24 eV



DFT (ωB97M-V/def2-TZVPD) results for C14H21Cl2MoN5O2STe as an isolated structure.

XYZ file:
```
47
Properties=species:S:1:pos:R:3:forces:R:3:lowdin_charge:R:1
N -0.009 2.390 -1.015 0.0 0.0 0.0 -0.0290
N -1.268 -3.072 2.994 0.0 0.0 0.0 0.1765
H -2.542 -5.331 2.878 0.0 0.0 0.0 0.1045
H 1.040 -0.843 -9.142 0.0 0.0 0.0 0.1007
H -4.001 -2.318 0.254 0.0 0.0 0.0 0.1278
Cl 3.690 -2.002 -1.903 0.0 0.0 0.0 0.7381
H -1.618 -0.699 -7.924 0.0 0.0 0.0 0.1341
H -2.528 -5.302 1.109 0.0 0.0 0.0 0.0983
S -1.279 0.179 0.787 0.0 0.0 0.0 0.6226
C -0.640 -0.302 -4.719 0.1 0.0 -0.1 -0.4828
H -0.265 -1.294 3.229 0.0 0.0 0.0 0.1825
C -1.445 -1.413 1.507 0.0 0.0 0.0 -0.6517
C -2.809 -4.744 2.003 0.0 0.0 0.0 0.0249
C 1.641 0.458 -3.826 0.0 0.0 0.0 -0.0538
H -0.842 2.801 -0.598 0.0 0.0 0.0 0.0733
H 2.043 1.469 -3.897 0.0 0.0 0.0 0.1122
H 0.076 0.609 -9.360 0.0 0.0 0.0 0.0941
H -2.940 -2.020 -5.027 0.0 0.0 0.0 0.0694
H -3.889 -4.595 1.995 0.0 0.0 0.0 0.1013
H 2.473 -0.244 -3.814 0.0 0.0 0.0 0.0729
H 3.288 -2.307 0.389 0.0 0.0 0.0 0.0896
H 2.131 0.651 -6.397 0.0 0.0 0.0 0.1342
C 0.315 -0.003 -7.318 0.0 0.0 0.0 -0.2243
Mo 0.156 0.183 -0.971 -0.2 0.0 -0.2 0.6359
C -2.099 -3.448 2.069 0.0 0.0 0.0 -0.2832
Te -1.523 -0.421 -2.825 0.1 0.1 0.2 1.1746
O 3.888 0.197 0.617 0.0 0.0 0.0 0.1934
C 2.873 -1.685 -0.397 0.0 0.0 0.0 -0.8921
H -3.340 -1.338 -6.595 0.0 0.0 0.0 0.0896
H 1.158 0.365 -2.842 0.0 0.0 0.0 -0.0474
C -1.486 -0.620 -5.802 0.0 0.0 0.0 -0.3189
C 0.823 0.141 -8.720 0.0 0.0 0.0 -0.0217
H 1.736 0.731 -8.758 0.0 0.0 0.0 0.0860
N -3.026 -2.410 -0.016 0.0 0.0 0.0 0.1299
C 2.972 -0.202 -0.019 0.0 0.0 0.0 -0.6592
O 1.972 0.573 -0.473 -0.1 0.0 0.0 -0.3030
H -2.897 -3.274 -0.531 0.0 0.0 0.0 0.1135
H 0.059 2.780 -1.952 0.0 0.0 0.0 0.0797
N -2.230 -2.438 1.127 0.0 0.0 0.0 -0.0794
C -2.899 -1.109 -5.627 0.0 0.0 0.0 -0.0988
Cl 1.108 -2.144 -0.511 0.0 0.0 0.0 0.6329
C 0.670 0.147 -4.922 -0.1 0.0 0.0 -0.2972
C -0.981 -0.462 -7.080 0.0 0.0 0.0 0.0139
H -3.534 -0.358 -5.151 0.0 0.0 0.0 0.0726
N -0.889 -1.821 2.633 0.0 0.0 0.0 0.0682
C 1.120 0.297 -6.228 0.0 0.0 0.0 0.0072
H 0.788 2.759 -0.495 0.0 0.0 0.0 0.0878
```
Forces are in eV/Å.

Results
Net charge: +2
HOMO level (spin up / spin down): -14.1 / -14.1 eV
Gap between HOMO and LUMO (spin up / spin down): 6.04 / 6.06 eV



DFT (ωB97M-V/def2-TZVPD) results for C32H52ClO3PSY as an isolated structure in a non-equilibrium geometry.

XYZ file:
```
91
Properties=species:S:1:pos:R:3:forces:R:3:lowdin_charge:R:1
H -2.479 -3.801 -2.952 -0.1 0.1 0.2 0.0963
H 0.046 -2.579 1.456 0.2 -0.3 0.3 0.0552
H -3.199 2.108 -2.877 0.0 0.0 -0.1 0.1199
H -3.409 2.455 6.645 0.2 -0.1 -0.2 0.0974
H -0.366 -4.624 -1.722 -0.1 0.1 0.1 0.0963
H -1.870 3.036 -3.566 -0.2 -0.1 0.0 0.1137
H 2.841 1.078 2.284 -0.1 -0.2 0.0 0.0825
H -1.794 -4.714 0.972 0.0 0.0 -0.1 0.1169
H 0.781 -0.693 -4.503 0.2 -0.1 0.1 0.1004
Cl -0.889 3.105 0.735 -0.2 0.7 0.0 -0.1778
H 1.962 0.962 -1.928 -0.1 -0.3 0.5 0.0701
H 3.328 -2.236 -3.813 -0.1 0.0 -0.1 0.1133
C -2.348 2.431 6.384 0.3 0.2 0.0 -0.0659
C -2.062 -0.831 -4.254 -0.3 0.4 -0.3 -0.2220
C -1.540 -5.167 0.005 0.0 0.3 0.1 -0.1932
H -3.155 4.410 7.872 0.1 0.1 0.1 0.0642
H 1.780 -4.610 -3.994 0.0 0.0 -0.1 0.1135
H 3.061 -3.594 -5.777 -0.1 0.1 0.0 0.1037
H -0.572 -2.832 -4.784 0.1 -0.1 0.1 0.0969
C 2.168 -3.052 -5.441 -0.2 0.0 0.0 -0.2069
H 1.825 -0.489 -3.095 -0.1 -0.2 -0.2 0.0666
H 4.573 0.989 2.348 -0.1 0.0 -0.1 0.1159
C 3.729 1.009 1.650 -0.3 -0.1 0.2 -0.1877
H -2.728 -0.442 -2.242 0.2 0.2 -0.2 0.1062
C -3.108 0.069 -4.928 0.0 0.0 0.0 -0.1963
H -0.918 -6.044 0.224 -0.1 0.1 0.0 0.1084
H 3.073 2.948 -1.146 -0.1 -0.1 0.2 0.1135
H -1.992 -2.505 -0.212 0.1 -0.1 -0.2 0.1164
H 4.803 2.230 0.265 0.0 0.0 -0.1 0.1064
C 0.378 2.409 5.782 -0.5 0.3 0.3 -0.0822
H -3.453 -6.169 0.015 0.1 0.0 -0.2 0.1048
O 1.586 0.414 3.918 1.9 -0.1 1.0 -0.5247
C -0.478 1.471 5.204 0.6 -0.7 0.4 -0.3184
H -0.314 1.190 -3.225 -0.2 0.0 0.0 0.1041
C -2.832 -5.604 -0.693 0.1 0.0 -0.2 -0.2076
H -2.414 -1.873 -4.272 0.1 0.4 0.1 0.0952
H -4.165 -3.934 -0.422 0.1 0.0 0.0 0.1138
C -3.650 -4.431 -1.254 0.0 0.2 0.2 -0.1986
O -0.446 -1.000 4.141 -0.4 -1.4 1.2 -0.5104
H -4.066 -0.063 -4.406 0.1 0.0 -0.1 0.1148
H 0.501 4.115 7.125 -0.1 -0.2 -0.2 0.1031
C -1.515 3.415 6.927 0.1 -0.4 -0.2 -0.3174
C 0.591 -2.278 -3.035 -0.4 -0.1 0.0 -0.4281
C -1.790 -0.366 -2.822 0.0 -0.7 0.1 -0.4519
C -2.069 4.503 7.795 0.0 0.2 0.1 -0.0819
C -1.832 1.465 5.522 -0.2 0.2 0.2 -0.0929
C -2.717 1.553 -4.905 0.1 -0.2 -0.1 -0.2058
H 2.596 -1.203 -0.850 0.0 0.4 0.1 0.0953
Y 0.003 0.985 -0.192 -0.1 -2.2 1.3 0.8730
C 2.593 -1.882 -4.549 0.0 0.0 0.2 -0.1948
H -3.250 -0.257 -5.965 -0.1 0.1 0.1 0.1053
C 2.397 0.941 -0.913 1.7 -1.7 0.7 -0.2498
H 1.841 2.802 0.088 0.4 -0.2 -0.2 0.0525
C 3.828 2.234 0.764 0.1 0.1 -0.5 -0.1906
C 2.738 2.285 -0.331 0.2 0.8 0.4 -0.2237
P -0.615 -1.463 -1.838 0.2 0.7 0.4 1.0755
C 1.215 -4.031 -4.738 0.0 0.0 0.1 -0.1971
C 0.053 -3.324 -4.026 0.1 0.0 -0.3 -0.2119
H 0.818 -4.748 -5.468 0.1 0.1 0.1 0.1064
H -3.456 -2.513 -2.238 0.1 -0.2 0.0 0.0987
H -2.585 -6.293 -1.513 0.0 0.1 0.0 0.1062
O 0.418 -0.631 1.079 -0.4 2.0 -0.4 -0.4440
C 2.829 -0.257 -0.350 -0.6 2.1 -1.9 -0.0947
H 1.444 2.409 5.570 -0.1 -0.2 -0.1 0.0932
C 0.784 -1.853 1.140 0.4 -1.6 -0.1 -0.2538
H -1.894 1.724 -5.612 0.0 -0.1 0.1 0.1106
C -2.817 -3.373 -1.996 0.1 -0.2 -0.1 -0.2143
H -3.559 2.159 -5.255 0.1 0.0 0.0 0.1048
C -1.606 -2.921 -1.162 -0.2 0.2 0.0 -0.4166
H -1.634 4.453 8.800 -0.1 0.1 -0.1 0.0726
H -0.582 -4.066 -3.529 0.3 0.2 -0.2 0.0782
H -1.352 1.531 -1.747 -0.4 -0.4 -0.7 -0.0044
H -1.830 5.488 7.376 -0.1 -0.1 0.1 0.0743
H 1.806 -2.124 0.857 -0.4 -0.3 0.3 0.0330
C -0.149 3.369 6.653 0.0 -0.1 -0.2 -0.0699
H 1.678 -2.660 -6.344 0.0 0.0 0.1 0.1096
C -2.310 2.034 -3.517 0.1 -0.1 0.3 -0.1940
C -1.323 1.107 -2.786 -0.1 0.0 -0.4 -0.2909
H -1.130 -0.798 -4.835 -0.3 0.0 0.1 0.0915
H 4.728 -0.550 0.540 -0.3 -0.1 -0.2 0.1241
C 1.421 -1.235 -3.791 0.2 0.0 -0.1 -0.2186
S 0.127 0.314 3.875 -2.0 2.3 -2.3 0.6000
H 0.150 -3.817 -0.241 -0.2 -0.1 -0.1 0.0798
H 3.794 3.153 1.361 -0.1 -0.2 -0.1 0.1131
H 1.263 -2.814 -2.337 -0.1 0.2 -0.1 0.1087
H 3.390 -1.113 1.523 0.0 0.1 -0.1 0.1089
H -2.501 0.715 5.099 0.3 0.1 0.0 0.1026
H -4.433 -4.814 -1.921 0.1 0.1 0.1 0.1042
C 3.697 -0.304 0.850 0.3 0.3 0.9 -0.1780
H 3.094 -1.116 -5.153 0.0 -0.1 0.1 0.1074
C -0.733 -4.139 -0.806 0.0 -0.2 -0.1 -0.2224
```
Forces are in eV/Å.

Results
Net charge: -1
HOMO level (spin up / spin down): -2.5 / -1.8 eV
Gap between HOMO and LUMO (spin up / spin down): 4.60 / 3.90 eV



In kcal/mol, the energy above the lowest of the compared OMol25 structures with the same formula, charge and spin values for the records above are, in order, 54.76 81.39 8.56 10.27.